The following is a DFT calculation (wB97M-V/def2-TZVPD) of a structure of composition C17H22N2OPtS2 at a distorted geometry.

electronic energy: -47931.0379 eV
energy relative to the best compared isomer or geometry (same formula, charge and spin): 0.614 eV
HOMO level: -0.24898 Eh

The geometry in ORCA input format:
```
! wB97M-V def2-TZVPD RIJCOSX def2/J DEFGRID3
* xyz 0 1
Pt -0.23381 1.04419 0.06296
C -2.38861 -0.37757 1.40838
N -1.83343 -0.42317 0.02602
C -1.16478 -1.70591 -0.25601
C 0.10374 -1.81282 0.55471
N 1.00020 -0.64273 0.32522
C 1.70696 -0.77525 -0.98153
C 1.99617 -0.51804 1.40868
C 2.87488 -1.57467 1.64068
C 3.83408 -1.47498 2.62923
C 3.90512 -0.29902 3.37989
C 3.02953 0.74114 3.14063
C 2.04133 0.65402 2.14340
S 0.91687 1.97589 1.87007
C -2.91013 -0.06908 -0.89682
C -3.88537 -0.99701 -1.24770
C -4.93983 -0.61142 -2.05659
C -5.02065 0.71474 -2.48147
C -4.05340 1.63176 -2.11305
C -2.96373 1.24808 -1.32048
S -1.69138 2.41629 -0.93984
H -3.16950 -1.13770 1.50640
H -2.80764 0.61062 1.57284
H -1.60373 -0.53651 2.14176
H -0.96495 -1.74431 -1.32586
H -1.80515 -2.56083 -0.01168
H 0.61587 -2.74012 0.27989
H -0.09063 -1.86132 1.62308
H 2.30761 -1.68848 -0.99413
H 2.33739 0.09814 -1.10925
H 0.98207 -0.80031 -1.79214
H 2.80594 -2.48197 1.05106
H 4.51889 -2.29274 2.81004
H 4.65748 -0.19641 4.15290
H 3.09169 1.65167 3.72535
H -3.82275 -2.01949 -0.88964
H -5.69455 -1.32929 -2.34889
H -5.84864 1.03510 -3.10152
H -4.11831 2.66163 -2.44407
C 3.38493 2.61616 -1.96842
O 2.02218 2.39694 -1.63023
H 3.95279 3.01315 -1.12341
H 3.49974 3.28648 -2.82410
H 3.80568 1.64892 -2.24112
H 1.61983 3.22621 -1.35526
*
```